The following is a quantum chemistry calculation of a 7-piece molecular cluster, C48H70BIN9O4PS overall in a non-equilibrium geometry, from the Open Molecules 2025 dataset.

XYZ file:
```
135
Properties=species:S:1:pos:R:3:forces:R:3
C 2.475738 1.944645 5.813158 -0.6 0.1 0.5
C 2.817153 0.611799 6.630079 -0.5 -0.3 -2.2
C 3.768064 -0.277612 5.663570 1.1 0.6 1.6
N 3.327795 -1.692742 5.563488 0.2 1.4 -1.1
C 2.310630 -1.916100 4.504950 0.3 -1.2 0.2
O 1.696097 -0.715640 4.026003 -0.1 -1.4 0.3
C 0.846812 -0.952210 2.889220 -0.1 1.2 -0.9
B -0.548825 -0.139825 3.202048 0.0 -0.6 1.1
O -0.911778 -0.073293 4.613855 1.0 0.8 -2.2
N -1.375936 0.525728 2.150790 -0.5 0.7 2.1
C -1.133094 2.001458 2.377524 1.0 0.7 0.2
C -2.807963 0.316831 2.610814 -1.3 -0.2 -0.3
C 1.558692 -0.326674 1.551602 -0.4 -1.3 1.4
N 3.042809 -0.358698 1.717372 -0.8 0.5 -1.7
C 3.621600 0.812139 0.969748 0.0 1.1 0.6
C 3.473951 2.089666 1.936491 0.2 -0.9 -0.7
C 4.618656 3.174170 1.687373 -1.5 0.1 0.1
C 4.801579 4.005094 3.029785 1.1 0.2 -0.4
C 5.997290 3.456389 3.956981 -1.2 2.4 0.7
O 5.882180 2.048417 4.240719 1.4 -0.6 -1.8
C 6.606313 1.235482 3.377511 0.8 -1.6 -1.0
C 6.330611 -0.335766 3.523553 0.3 0.7 0.0
O 7.411227 1.583133 2.513011 -1.8 0.3 2.1
P 1.075915 -1.486851 0.132762 -0.3 0.9 -1.0
S 2.115789 -1.223753 -1.504394 0.2 -0.2 0.2
C 1.243868 -2.986669 5.107538 1.1 -0.9 -1.3
I 1.107287 -2.937441 7.283999 -0.2 0.0 -0.7
C 1.826111 -4.429745 4.685967 -0.5 -0.2 -0.5
C 1.615110 -4.724528 3.108124 0.9 0.0 0.7
H 1.558656 1.700355 5.176903 1.3 0.4 0.6
H 3.321216 2.280496 5.127635 -1.1 -0.4 1.0
H 2.164806 2.805717 6.494521 0.5 -1.1 -0.9
H 3.274271 0.791140 7.644212 -0.5 -0.2 -1.2
H 1.843006 0.017722 6.686196 1.4 0.9 0.5
H 4.780750 -0.299490 6.200856 -1.2 -0.1 -0.8
H 3.969476 0.230364 4.669003 -0.6 -0.6 1.1
H 4.147219 -2.290852 5.384529 -0.6 0.4 -0.1
H 2.874366 -2.380051 3.618795 -1.1 0.3 1.0
H 0.667312 -2.045169 2.647106 0.2 1.0 0.7
H -0.523919 0.787180 4.892001 -0.4 -0.8 0.3
H -1.763391 2.651183 1.703019 0.6 -0.9 0.7
H -1.342588 2.293637 3.467672 0.0 -0.3 -1.4
H -0.036760 2.280014 2.204626 -1.4 -0.4 0.0
H -2.950993 -0.671950 3.150267 0.3 1.1 -0.7
H -3.522031 0.318329 1.728507 1.0 -0.1 0.9
H -3.161181 1.127229 3.323798 0.6 -0.9 -0.6
H 1.148894 0.707461 1.367206 0.6 -1.2 -0.1
H 3.347257 -1.220695 1.246299 0.2 0.4 0.2
H 4.713401 0.620659 0.745400 -1.2 0.1 0.3
H 3.069029 1.036768 0.001055 0.8 -0.5 1.0
H 3.451586 1.676625 2.995957 0.3 0.7 -1.2
H 2.447428 2.531353 1.739102 1.2 -0.2 0.4
H 4.250587 3.863959 0.851681 0.6 -0.8 1.1
H 5.557677 2.685991 1.295577 -0.9 0.6 0.8
H 3.832922 4.099315 3.627617 1.2 -0.4 -0.9
H 5.088095 5.065589 2.740199 -0.2 -1.1 0.5
H 7.003341 3.802043 3.583197 -1.0 -1.0 0.1
H 5.844619 3.990359 4.958503 0.3 -1.0 -1.2
H 7.226499 -0.868903 3.063338 -1.2 0.8 0.7
H 5.414251 -0.597964 2.903425 0.9 0.4 1.0
H 6.203574 -0.654459 4.599491 0.0 0.4 -1.3
H 1.144798 -2.861160 0.574234 -0.2 0.9 0.3
H -0.307459 -1.242790 -0.172225 0.5 -0.3 0.7
H 0.197409 -2.831178 4.715640 1.2 -0.2 0.5
H 2.938142 -4.521168 4.935883 -1.5 0.4 -0.3
H 1.317856 -5.275349 5.238728 0.4 1.2 -0.4
H 0.673849 -4.246773 2.700121 1.0 -0.7 0.5
H 1.583897 -5.851334 2.989447 -0.1 1.4 -0.1
H 2.526446 -4.351287 2.528532 -1.3 -0.4 0.6
C 9.168413 -4.778982 4.866033 0.1 0.0 0.0
C 8.317845 -5.300136 3.903658 0.1 0.0 0.1
C 7.014529 -4.833193 3.858564 -0.4 0.3 0.2
N 6.522498 -3.906849 4.694182 0.5 -0.1 0.1
C 7.366500 -3.419661 5.617997 -0.4 -0.1 -0.3
C 8.687355 -3.818625 5.742596 0.0 -0.1 -0.1
H 10.195945 -5.117968 4.932722 -0.1 0.0 0.0
H 8.658727 -6.052045 3.203618 0.0 0.0 0.0
H 6.312847 -5.208929 3.121372 0.1 0.0 0.0
H 6.943612 -2.673383 6.283110 0.1 0.0 0.0
H 9.323370 -3.389552 6.506160 -0.1 0.0 0.0
C -5.550335 0.170859 -2.765156 0.0 0.0 0.0
C -5.123326 1.291350 -2.068583 -0.1 0.1 0.2
C -4.703217 1.125758 -0.758629 0.0 -0.5 0.3
N -4.688186 -0.054878 -0.121313 -0.2 0.1 -0.6
C -5.107697 -1.121618 -0.817096 0.2 0.3 0.4
C -5.543377 -1.063360 -2.130781 0.0 0.1 -0.2
H -5.885572 0.258595 -3.792990 0.0 0.0 0.0
H -5.116436 2.270030 -2.532971 0.1 -0.2 0.0
H -4.356668 1.971423 -0.172597 0.0 0.0 0.0
H -5.087243 -2.062852 -0.277455 0.0 0.0 -0.1
H -5.868830 -1.959896 -2.643064 0.1 -0.1 0.1
C -4.599370 5.263585 -6.344245 0.0 0.0 -0.1
C -5.613139 5.332979 -5.401017 0.0 0.1 0.0
C -5.606422 4.414307 -4.364105 0.3 -0.4 0.1
N -4.677728 3.456922 -4.219441 0.0 0.7 -0.7
C -3.709786 3.410679 -5.145931 -0.2 -0.2 0.4
C -3.625047 4.284327 -6.217593 -0.1 0.1 0.0
H -4.568957 5.965410 -7.170105 0.0 0.0 0.0
H -6.390683 6.083474 -5.469681 0.0 -0.1 -0.1
H -6.376808 4.430001 -3.599647 0.0 0.1 0.0
H -2.973506 2.625694 -5.006002 0.0 0.0 0.0
H -2.818684 4.200911 -6.934984 0.0 0.0 0.0
C 2.787888 -3.335170 -5.327479 0.1 0.0 0.0
C 1.523527 -2.974133 -4.888032 0.1 0.0 0.0
C 0.427415 -3.595485 -5.464882 -0.1 -0.4 -0.4
N 0.516312 -4.524687 -6.427710 0.4 0.2 0.2
C 1.749599 -4.854416 -6.835848 -0.5 0.0 0.0
C 2.908256 -4.295373 -6.321268 0.0 0.1 0.1
H 3.670584 -2.872898 -4.900055 -0.1 0.0 0.0
H 1.391754 -2.227621 -4.114757 0.0 -0.1 0.0
H -0.581983 -3.349224 -5.152428 0.0 0.0 0.0
H 1.792030 -5.606655 -7.616854 0.1 0.0 0.0
H 3.879421 -4.602262 -6.688420 0.0 0.0 0.0
C -9.141976 9.288080 -8.798822 0.0 0.1 -0.1
C -8.338111 9.652811 -7.729541 -0.1 0.0 -0.1
C -7.841855 8.651050 -6.911373 0.0 -0.5 0.1
N -8.096131 7.346539 -7.089818 -0.2 0.4 -0.3
C -8.877112 7.020738 -8.129491 0.3 -0.1 0.4
C -9.419084 7.945366 -9.007264 0.0 0.1 0.0
H -9.548591 10.042373 -9.462854 0.0 0.0 0.0
H -8.101597 10.691162 -7.535700 0.0 -0.1 0.0
H -7.205921 8.886281 -6.064170 0.0 0.1 0.0
H -9.068099 5.959364 -8.248904 0.0 0.0 0.0
H -10.042175 7.624005 -9.831952 0.0 0.0 0.0
C -6.706493 -5.815556 -5.796850 0.0 -0.1 -0.1
C -7.117983 -4.493927 -5.717574 0.0 -0.1 0.0
C -6.869458 -3.799641 -4.544874 0.2 -0.1 0.5
N -6.256617 -4.331572 -3.477402 -0.1 -0.3 -0.5
C -5.870474 -5.611129 -3.579262 -0.1 0.4 0.2
C -6.068450 -6.389743 -4.707846 -0.1 0.1 -0.1
H -6.881338 -6.392339 -6.697941 0.0 0.0 0.0
H -7.619837 -4.013194 -6.547504 0.0 0.0 0.0
H -7.169648 -2.762282 -4.436358 0.0 0.0 -0.1
H -5.379416 -6.016602 -2.700867 0.0 0.0 -0.1
H -5.733035 -7.418524 -4.734266 0.0 0.0 0.0
```
Positions in Å, forces in eV/Å.

Values from the calculation:
**HOMO level**: -8.167 eV
**E_tot**: -3726.73460 hartree
**Kohn-Sham gap**: 8.72 eV
**SMILES**: CCCN[C@H](O[C@@H](B(O)N(C)C)[C@@H](NCCCCCOC(C)=O)[PH2]=S)[C@H](I)CC.c1ccncc1.c1ccncc1.c1ccncc1.c1ccncc1.c1ccncc1.c1ccncc1
**Lowest unoccupied orbital energy**: 0.0202 Eh